[1]
17
Properties=species:S:1:pos:R:3 method="wB97M-V/def2-TZVPD" charge=0 relative_energy_kj_mol=453.7 smiles=OO[C@@H](Cl)c1ccccc1 homo_lumo_gap_ev=10.21 energy_ev=-23985.11658
O -3.4899 -1.6136 -0.7608
O -2.2889 -1.4771 -0.1375
C -1.6438 0.1359 -0.2699
Cl -2.6220 1.1515 0.7504
C -0.2236 0.1764 0.0445
C 0.5986 1.0852 -0.6488
C 1.9619 1.1852 -0.4159
C 2.5517 0.3310 0.5447
C 1.7702 -0.5320 1.2530
C 0.4300 -0.6418 0.9766
H -3.3434 -1.4244 -1.7219
H -1.8829 0.3239 -1.4587
H 0.1879 1.8099 -1.3636
H 2.4150 1.7707 -1.2478
H 3.5046 0.3520 0.9937
H 2.2983 -1.3201 1.8360
H -0.2238 -1.3126 1.6262


[2]
9
Properties=species:S:1:pos:R:3 method="wB97M-V/def2-TZVPD" charge=0 relative_energy_kj_mol=6.0 smiles="C=CP1SC1=O" homo_lumo_gap_ev=8.61 energy_ev=-25329.34106
C 1.2337 0.0636 -0.4531
C 0.8480 -0.4436 0.7217
P -0.9131 -0.8150 0.9139
S -1.8072 -0.7067 -1.0991
C -1.6725 0.5901 0.0763
O -1.9590 1.7240 0.2108
H 2.3055 0.0495 -0.6703
H 0.5844 0.4491 -1.2452
H 1.3802 -0.9110 1.5450


[3]
62
Properties=species:S:1:pos:R:3 method="wB97M-V/def2-TZVPD" charge=+1 homo_lumo_gap_ev=6.07 energy_ev=-114528.21001
Pt 1.0769 0.8612 0.8683
O -5.4789 4.2131 -2.6010
C -5.0727 3.5201 -1.5283
O -5.8698 3.1015 -0.7390
C -3.5952 3.2808 -1.3516
C -3.2214 2.5707 -0.2154
C -1.8959 2.2719 0.0197
C -0.9136 2.6899 -0.8695
C -1.2743 3.4236 -1.9980
C -2.6088 3.7060 -2.2345
N 0.4289 2.3706 -0.5472
C 1.3778 3.1583 -0.9128
C 2.7293 2.9410 -0.4223
C 3.8306 3.6398 -0.8924
C 5.0837 3.3081 -0.4022
C 5.1925 2.2827 0.5254
C 4.0452 1.6381 0.9615
N 2.8386 1.9815 0.5168
H -4.7445 4.5002 -3.1552
H -3.9956 2.2598 0.4733
H -1.5900 1.7413 0.9114
H -0.5397 3.7451 -2.7226
H -2.8460 4.2580 -3.1360
H 1.1977 4.0437 -1.5145
H 3.7062 4.4136 -1.6373
H 5.9625 3.8341 -0.7482
H 6.1509 1.9855 0.9250
H 4.0757 0.8430 1.6942
S 1.7160 0.0502 2.8912
C 0.7158 -1.3428 3.3363
C 0.7861 -1.8446 4.6317
C -0.0441 -2.8912 5.0040
C -0.9371 -3.4557 4.1035
C -0.9921 -2.9813 2.8025
C -0.1639 -1.9355 2.4257
As 0.0004 -1.2010 0.6687
C -1.5756 -1.5819 -0.3955
C -1.6172 -2.7209 -1.1952
C -2.7721 -3.0353 -1.8943
C -3.8911 -2.2224 -1.7907
C -3.8593 -1.0949 -0.9831
C -2.7048 -0.7785 -0.2843
C 1.3963 -2.2369 -0.1781
C 2.2025 -3.0887 0.5667
C 3.2561 -3.7484 -0.0491
C 3.5064 -3.5571 -1.4001
C 2.7007 -2.7054 -2.1428
C 1.6485 -2.0416 -1.5327
H 1.4684 -1.4067 5.3482
H 0.0001 -3.2669 6.0176
H -1.5824 -4.2648 4.4161
H -1.6719 -3.4224 2.0827
H -0.7457 -3.3591 -1.2796
H -2.7990 -3.9183 -2.5185
H -4.7921 -2.4721 -2.3350
H -4.7351 -0.4651 -0.8928
H -2.6906 0.0877 0.3522
H 2.0143 -3.2448 1.6222
H 3.8788 -4.4183 0.5288
H 4.3259 -4.0778 -1.8773
H 2.8883 -2.5610 -3.1985
H 1.0190 -1.3797 -2.1181


[4]
12
Properties=species:S:1:pos:R:3 method="wB97M-V/def2-TZVPD" charge=0 relative_energy_kj_mol=386.5 homo_lumo_gap_ev=7.53 energy_ev=-8695.80629
N 0.7159 2.4711 1.3247
C 0.9364 1.3182 1.3507
C -0.9032 0.1738 -0.6080
C 0.3231 -0.2762 -1.3002
N 0.9102 -1.2797 -0.4493
C 0.2895 -1.1995 0.6516
N -0.8965 -0.3895 0.5477
H -1.6245 0.9279 -0.8961
H 0.2294 -0.5451 -2.3531
H 0.9837 0.6186 -1.1880
H 0.5090 -1.7024 1.5831
H -1.4729 -0.1171 1.3369


[5]
103
Properties=species:S:1:pos:R:3 method="wB97M-V/def2-TZVPD" charge=0 smiles="O=C1c2ccccc2C(=O)c2c(COC(F)(F)F)cccc21.CNC(C)=O.CNC(C)=O.CNC(C)=O.CNC(C)=O.CNC(C)=O.CNC(C)=O" homo_lumo_gap_ev=6.44 energy_ev=-71588.13499
O 3.3025 4.2640 4.2569
C 2.6501 3.2554 3.6584
C 1.3336 2.6086 4.4556
C 0.9232 2.9966 6.0102
C -0.4291 2.3292 6.7306
C -1.3931 1.2169 5.9413
C -0.9462 0.8463 4.3727
C 0.3929 1.5360 3.6457
C 0.6867 1.1075 2.0556
O -0.3254 0.5072 1.4267
C 2.1439 1.5093 1.4259
C 2.7409 0.8977 0.0278
C 1.9643 -0.2252 -0.8791
O 2.8608 -1.2094 -1.5036
C 3.5768 -2.0310 -0.5189
F 3.6256 -3.4236 -1.1036
F 5.0114 -1.6474 -0.3227
F 2.9120 -2.1713 0.7960
C 4.2201 1.4110 -0.5603
C 5.1690 2.5249 0.1819
C 4.5885 3.1136 1.6360
C 3.1162 2.6102 2.2258
H 1.5915 3.7781 6.6135
H -0.7619 2.5973 7.8396
H -2.3472 0.7273 6.4459
H -1.6283 0.0816 3.7609
H 1.4581 0.3736 -1.7798
H 1.0888 -0.7855 -0.3420
H 4.6070 0.9706 -1.5995
H 6.1834 2.8559 -0.3010
H 5.2487 3.9110 2.1848
C 0.9537 -5.0212 -2.6082
N 0.5043 -6.2696 -3.1759
C 0.6717 -7.5290 -2.6798
C 1.4114 -7.6832 -1.3808
O 0.2218 -8.4942 -3.2951
H 0.0780 -4.3905 -2.4407
H 1.6131 -4.5376 -3.3324
H 1.4873 -5.1599 -1.6667
H -0.0030 -6.2464 -4.0531
H 1.4656 -8.7415 -1.1127
H 2.4307 -7.2997 -1.4836
H 0.8827 -7.1512 -0.5844
C 0.9920 6.2934 0.1935
N 2.3241 5.7383 0.2009
C 3.2846 5.8409 -0.7618
C 2.9580 6.6211 -2.0041
O 4.3779 5.3024 -0.5959
H 0.8952 6.9535 1.0582
H 0.2811 5.4694 0.2876
H 0.7796 6.8544 -0.7177
H 2.6178 5.1983 1.0069
H 3.8185 6.6151 -2.6781
H 2.1103 6.1623 -2.5212
H 2.7294 7.6588 -1.7441
C -5.3577 3.0749 1.3186
N -5.0180 2.3849 2.5398
C -3.8285 2.3900 3.2070
C -2.7017 3.2029 2.6345
O -3.7056 1.7407 4.2444
H -6.1990 3.7393 1.5277
H -5.6622 2.3287 0.5813
H -4.5240 3.6572 0.9235
H -5.7277 1.8153 2.9862
H -1.8200 3.1096 3.2738
H -2.4458 2.8356 1.6363
H -2.9871 4.2580 2.5906
C -5.3542 -6.9497 -4.0229
N -4.7143 -5.7828 -3.4647
C -3.5113 -5.7061 -2.8267
C -2.7181 -6.9718 -2.6616
O -3.1086 -4.6221 -2.4075
H -5.5134 -6.7717 -5.0886
H -6.3209 -7.0744 -3.5299
H -4.7592 -7.8545 -3.8903
H -5.1892 -4.8902 -3.5374
H -1.7848 -6.7541 -2.1359
H -3.2876 -7.6950 -2.0706
H -2.4734 -7.3898 -3.6425
C -1.6714 3.9426 -5.9290
N -1.0315 5.1095 -5.3708
C 0.1715 5.1862 -4.7328
C 0.9646 3.9205 -4.5677
O 0.5742 6.2701 -4.3136
H -1.8306 4.1206 -6.9947
H -2.6381 3.8179 -5.4360
H -1.0764 3.0378 -5.7964
H -1.5064 6.0021 -5.4435
H 1.8979 4.1382 -4.0420
H 0.3952 3.1973 -3.9767
H 1.2094 3.5025 -5.5486
C -0.1534 -4.8299 3.0008
N -0.8798 -3.7841 3.6802
C -0.4095 -2.5829 4.1229
C 1.0419 -2.2663 3.8961
O -1.1697 -1.7985 4.6883
H -0.6309 -5.0005 2.0334
H -0.2246 -5.7382 3.6032
H 0.8966 -4.5762 2.8482
H -1.8656 -3.9251 3.8691
H 1.2696 -1.2772 4.3018
H 1.6691 -3.0027 4.4069
H 1.2594 -2.2588 2.8240


[6]
72
Properties=species:S:1:pos:R:3 method="wB97M-V/def2-TZVPD" charge=0 relative_energy_kj_mol=0.0 homo_lumo_gap_ev=9.05 energy_ev=-74134.18100
Hg 0.6093 -0.4727 -0.2624
B 1.8548 -2.2302 -1.4724
H 1.6292 -3.0245 -0.6185
H 0.8353 -1.8471 -1.9845
H 2.4573 -1.3076 -0.9666
H 2.5822 -2.7105 -2.2816
B 1.3621 -0.6284 2.0910
H 1.6340 -0.6256 3.2552
H 0.1931 -0.9112 2.0462
H 1.5932 0.4732 1.6794
H 2.0365 -1.4775 1.5922
C 0.1405 -4.7927 1.3667
O -1.2361 -4.6432 1.0497
P -1.8510 -3.1845 0.9644
O -1.0076 -2.2545 0.2001
O -3.3170 -3.4269 0.4196
C -3.5356 -3.8578 -0.9193
O -2.0837 -2.8005 2.4760
C -2.6360 -1.5230 2.7843
H 0.5797 -5.4747 0.6363
H 0.3029 -5.1955 2.3660
H 0.7444 -3.8863 1.2778
H -2.8631 -4.6758 -1.1831
H -3.3323 -3.0733 -1.6443
H -4.5640 -4.1924 -1.0202
H -1.8757 -0.9462 3.3106
H -3.4809 -1.6601 3.4620
H -2.9972 -0.9505 1.9322
C 4.8620 0.5921 -1.2321
O 4.4503 1.9803 -1.3613
P 3.1098 2.4248 -0.6629
O 2.0269 1.4386 -0.7379
O 3.4693 2.9895 0.7786
C 4.0128 2.1248 1.7743
O 2.7824 3.8083 -1.3925
C 2.6821 3.7519 -2.8189
H 4.4230 0.1326 -0.3449
H 5.9417 0.5705 -1.1309
H 4.4911 0.0369 -2.0894
H 4.8779 1.5166 1.5066
H 3.2386 1.4857 2.1965
H 4.3587 2.7670 2.5879
H 3.1315 4.6618 -3.2138
H 1.6178 3.8611 -3.0656
H 3.0525 2.8680 -3.3289
C -0.4694 2.1305 3.3434
O -0.9399 2.8536 2.1911
P -1.7276 2.0868 1.0589
O -0.9124 1.1470 0.2891
O -2.9496 1.3635 1.7848
C -3.8887 2.1483 2.5383
O -2.3349 3.3126 0.2434
C -1.7079 3.6673 -0.9997
H -0.5519 1.0524 3.2222
H -1.0577 2.4410 4.2104
H 0.5551 2.4347 3.5338
H -3.4229 2.5954 3.4163
H -4.6964 1.4852 2.8313
H -4.2766 2.9464 1.9032
H -2.2981 3.3230 -1.8521
H -0.7300 3.2062 -1.1433
H -1.6627 4.7526 -0.9897
C -1.5257 -1.3753 -3.9798
C -1.7601 -0.2877 -2.9472
O -0.5513 0.2529 -2.4334
O -1.0871 -2.5865 -3.3983
H -0.8657 -1.0280 -4.7829
H -2.4851 -1.6581 -4.4225
H -2.3212 -0.7187 -2.1191
H -2.3614 0.5237 -3.3748
H -0.0719 0.7117 -3.1300
H -0.2012 -2.4907 -3.0147